No. 1
DFT (ωB97M-V/def2-TZVPD) results for the ion C2H4Br2N with charge +1 at a distorted geometry.

Each line ends with the natural charge from an NBO analysis.
Cartesian coordinates (Å):
1 Br 1.098 -0.659 -2.866  0.215
2 C 0.306 -1.272 -1.189  -0.150
3 Br -0.228 -3.002 -0.823  0.260
4 C 0.726 -0.085 0.142  -0.174
5 N -0.577 -0.337 -0.503  -0.587
6 H 0.689 -0.573 1.133  0.258
7 H 1.354 0.644 -0.218  0.260
8 H -1.343 -0.807 -0.046  0.462
9 H -0.957 0.506 -0.982  0.457

## Properties
Kohn-Sham gap   10.1 eV
Charge   +1
ΔE to the lowest compared entry with this formula, charge and spin   150.98 kJ/mol
SMILES   BrC1(Br)C[NH2+]1

***

No. 2
DFT (ωB97M-V/def2-TZVPD) results for a structure of composition C40H47IN5O6Sn.

Each line ends with the natural charge from an NBO analysis.
Cartesian coordinates (Å):
1 Sn -0.466 0.850 0.159  1.490
2 C -4.160 -1.188 -2.090  -0.597
3 C -3.041 -1.658 -1.153  -0.256
4 C -3.670 -2.454 0.009  -0.600
5 C -1.983 -2.514 -1.835  -0.039
6 C -2.390 -3.741 -2.353  -0.228
7 C -1.492 -4.650 -2.871  -0.216
8 C -0.138 -4.372 -2.780  -0.254
9 C 0.319 -3.165 -2.278  0.082
10 C 1.821 -2.996 -2.107  -0.265
11 C 2.366 -4.041 -1.125  -0.591
12 C 2.570 -3.077 -3.442  -0.604
13 C -0.619 -2.163 -1.888  0.132
14 N -0.139 -0.867 -1.567  -0.834
15 C 0.576 -0.282 -2.563  0.596
16 O 0.531 -0.545 -3.763  -0.659
17 C 1.581 0.740 -2.105  0.249
18 C 2.453 1.355 -2.985  -0.232
19 C 3.440 2.174 -2.460  -0.152
20 C 3.532 2.345 -1.085  -0.219
21 C 2.592 1.726 -0.278  0.145
22 N 1.658 0.938 -0.796  -0.585
23 C 2.603 1.860 1.225  0.595
24 O 3.624 2.307 1.770  -0.711
25 N 1.482 1.427 1.774  -0.780
26 C 1.364 1.372 3.172  0.242
27 C 0.994 2.480 3.958  -0.043
28 C 0.821 2.295 5.328  -0.208
29 C 0.996 1.068 5.936  -0.230
30 C 1.385 -0.013 5.166  -0.224
31 C 1.578 0.123 3.801  -0.052
32 C 2.115 -1.033 2.981  -0.238
33 C 1.713 -2.410 3.523  -0.624
34 C 3.644 -0.931 2.903  -0.604
35 C 0.890 3.931 3.493  -0.232
36 C 2.266 4.584 3.708  -0.610
37 C 0.405 4.200 2.065  -0.587
38 H -5.013 -0.839 -1.503  0.201
39 H -3.817 -0.350 -2.687  0.244
40 H -4.489 -1.991 -2.753  0.190
41 H -2.573 -0.754 -0.760  0.232
42 H -4.431 -3.139 -0.369  0.206
43 H -2.928 -3.063 0.534  0.179
44 H -4.144 -1.777 0.722  0.215
45 H -3.447 -3.983 -2.365  0.202
46 H -1.836 -5.577 -3.314  0.200
47 H 0.580 -5.114 -3.113  0.199
48 H 2.016 -2.021 -1.664  0.217
49 H 2.283 -5.050 -1.533  0.196
50 H 3.419 -3.840 -0.919  0.203
51 H 1.817 -4.002 -0.182  0.203
52 H 2.443 -4.061 -3.898  0.189
53 H 2.186 -2.324 -4.127  0.241
54 H 3.638 -2.904 -3.287  0.197
55 H 2.313 1.191 -4.044  0.247
56 H 4.130 2.684 -3.120  0.212
57 H 4.301 2.948 -0.624  0.244
58 H 0.547 3.150 5.936  0.199
59 H 0.840 0.961 7.002  0.202
60 H 1.548 -0.973 5.642  0.200
61 H 1.731 -0.908 1.964  0.218
62 H 2.337 -2.687 4.375  0.206
63 H 0.674 -2.426 3.864  0.207
64 H 1.853 -3.177 2.757  0.207
65 H 4.077 -1.045 3.899  0.195
66 H 4.046 -1.711 2.251  0.194
67 H 3.942 0.042 2.512  0.243
68 H 0.178 4.412 4.174  0.192
69 H 3.006 4.059 3.106  0.248
70 H 2.254 5.639 3.419  0.190
71 H 2.561 4.511 4.756  0.199
72 H 1.214 4.082 1.349  0.212
73 H -0.405 3.529 1.767  0.203
74 H 0.045 5.228 1.998  0.201
75 N -1.069 -1.578 1.496  -0.661
76 N -2.081 -1.757 2.444  -0.477
77 C -2.789 -0.777 3.066  0.881
78 O -3.808 -1.008 3.671  -0.639
79 O -2.249 0.454 2.944  -0.502
80 H -1.345 -1.982 0.608  0.388
81 H -0.212 -2.015 1.811  0.377
82 H -2.507 -2.666 2.520  0.389
83 I -3.479 1.571 5.501  0.054
84 C -3.032 1.529 3.397  -0.178
85 H -2.462 2.428 3.188  0.220
86 H -4.003 1.544 2.910  0.208
87 O -0.632 2.441 -1.807  -0.810
88 C -1.719 1.996 -2.299  0.769
89 O -2.629 1.463 -1.626  -0.726
90 C -1.937 2.169 -3.780  -0.128
91 C -2.186 1.065 -4.588  -0.178
92 C -2.410 1.231 -5.946  -0.204
93 C -2.401 2.502 -6.504  -0.231
94 C -2.134 3.604 -5.705  -0.242
95 C -1.892 3.436 -4.349  -0.146
96 H -2.172 0.071 -4.169  0.228
97 H -2.592 0.366 -6.571  0.205
98 H -2.597 2.632 -7.561  0.200
99 H -2.109 4.596 -6.140  0.201
100 H -1.671 4.289 -3.719  0.209

## Properties
Kohn-Sham gap   7.5 eV
Charge   -1

***

> Among the records above, which one has the highest Kohn-Sham gap?

C2H4Br2N

***

Copy entry 1 word for word.
DFT (ωB97M-V/def2-TZVPD) results for the ion C2H4Br2N with charge +1 at a distorted geometry.

Each line ends with the natural charge from an NBO analysis.
Cartesian coordinates (Å):
1 Br 1.098 -0.659 -2.866  0.215
2 C 0.306 -1.272 -1.189  -0.150
3 Br -0.228 -3.002 -0.823  0.260
4 C 0.726 -0.085 0.142  -0.174
5 N -0.577 -0.337 -0.503  -0.587
6 H 0.689 -0.573 1.133  0.258
7 H 1.354 0.644 -0.218  0.260
8 H -1.343 -0.807 -0.046  0.462
9 H -0.957 0.506 -0.982  0.457

## Properties
Kohn-Sham gap   10.1 eV
Charge   +1
ΔE to the lowest compared entry with this formula, charge and spin   150.98 kJ/mol
SMILES   BrC1(Br)C[NH2+]1

***

> Look up the charge of the first one.

+1